1.
The following is a quantum chemistry calculation of C3H3O4Sm as an isolated structure in a non-equilibrium geometry, from OMol25.

```
11
Properties=species:S:1:pos:R:3:forces:R:3:lowdin_spin:R:1
C 1.128 -1.123 0.290 2.42 2.15 1.57 0.3024
C 0.417 -0.602 -0.828 -3.63 -0.54 -4.62 0.4033
H 0.834 -0.683 -1.834 -0.31 -0.58 0.35 0.0228
Sm 3.942 1.311 0.329 -0.40 -0.40 -0.10 6.1176
O 2.106 -0.310 0.034 1.03 -0.55 2.54 -0.0198
O -0.841 -0.183 -0.876 1.34 0.54 -0.39 0.1278
C -1.596 0.242 0.187 -1.44 -0.29 1.12 0.0109
O -1.829 -0.397 1.167 0.81 0.13 -0.35 0.0141
O -2.088 1.400 -0.172 -0.07 0.31 -0.26 0.0022
H 0.748 -1.305 1.297 0.32 -0.83 -0.10 0.0180
H -2.822 1.651 0.407 -0.05 0.05 0.24 0.0006
```
Forces are in eV/Å.

Summary:
Electronic energy = -29230.7463 eV
M = 253.41 g mol⁻¹
Gap between HOMO and LUMO (alpha / beta) = 3.5526 / 8.0805 eV
LUMO (alpha / beta) = -0.373 / -0.356 hartree
HOMO energy (alpha / beta) = -13.71 / -17.76 eV
ΔE to the lowest compared entry with this formula, charge and spin = 43.0 kcal per mole
2S+1 = 8
Total charge = +2

2.
The following is a quantum chemistry calculation of an isolated ion of composition C3H9N2O and charge +1 in a non-equilibrium geometry, from OMol25.

```
15
Properties=species:S:1:pos:R:3:forces:R:3:mulliken_charge:R:1
C -1.691 -0.739 1.022 3.79 1.94 -2.84 0.1660
C -0.484 0.008 -0.168 0.86 -3.96 2.77 -0.4135
C 1.923 0.440 0.457 0.46 2.22 0.58 -0.8344
N -2.963 -0.459 0.763 -0.56 -1.82 0.04 -0.4213
N 1.032 -0.449 -0.352 0.55 0.21 0.66 -0.2030
O -0.763 0.344 1.137 -0.82 0.55 0.15 -0.3512
H -1.246 -1.642 1.368 -0.36 -0.73 0.23 0.4271
H -0.810 0.453 -1.011 -1.26 2.09 -2.23 0.3945
H 1.887 1.462 0.021 -0.39 -0.64 0.20 0.3622
H 1.517 0.498 1.465 -0.02 -0.01 -0.14 0.3312
H 3.014 0.290 0.563 -0.67 -1.15 -0.61 0.3363
H -3.533 -1.300 0.548 0.13 1.46 0.48 0.2429
H -3.332 0.405 1.106 -0.53 0.25 -0.01 0.2513
H 1.001 -1.355 0.117 0.56 -0.28 -0.56 0.3410
H 1.503 -0.522 -1.309 -1.72 -0.13 1.27 0.3708
```
Forces are in eV/Å.

Summary:
Electronic energy = -8274.6694 eV
M = 89.12 g mol⁻¹
Gap between HOMO and LUMO = 9.4993 eV
LUMO = -0.117 hartree
HOMO energy = -12.67 eV
ΔE to the lowest compared entry with this formula, charge and spin = 101.6 kcal per mole
Total charge = +1
Structure (SMILES) = C[NH2+][C@@H]1O[C@H]1N

3.
The following is a quantum chemistry calculation of a 3-piece molecular cluster, C29H58N2O4 overall in a non-equilibrium geometry, from OMol25.

```
93
Properties=species:S:1:pos:R:3:forces:R:3:mulliken_charge:R:1
C 3.426 2.353 3.489 0.20 1.26 0.75 -0.4821
O 4.459 1.367 3.255 -1.75 0.46 -1.25 -0.4195
C 4.242 0.600 2.046 1.36 -0.68 -0.44 0.6333
C 5.691 0.451 1.332 -1.00 -1.22 -0.55 -0.6885
C 5.937 1.490 0.133 0.92 -0.18 0.68 -0.5212
C 5.441 2.992 0.409 0.44 -0.29 -1.73 -0.1105
C 5.219 3.677 -1.060 -1.07 1.15 1.57 -0.8554
C 3.702 3.435 -1.585 0.23 0.05 -0.55 -0.4208
C 3.515 2.057 -2.412 -0.07 0.25 0.68 -0.8031
C 2.881 0.896 -1.501 -0.42 -0.36 -0.48 0.5544
C 1.717 0.034 -2.258 0.68 0.49 1.54 -1.1006
C 0.751 -0.501 -1.051 -0.30 0.66 -1.65 0.2150
C -0.463 0.544 -0.960 0.53 0.58 1.50 -0.7934
C -1.009 0.764 0.566 -0.45 0.70 -0.74 -0.3244
C -1.982 2.052 0.466 -2.25 -0.91 0.00 0.3585
C -3.377 2.041 0.167 3.69 1.88 0.77 -0.2658
C -3.734 3.590 0.167 -3.03 1.09 -0.77 0.3786
O -4.815 4.203 0.244 4.19 -2.67 -0.37 -0.4966
O -2.534 4.366 -0.001 0.66 -1.94 2.38 -0.2747
C -1.514 3.573 0.643 2.26 -0.53 0.45 0.1706
O -0.466 3.971 1.195 -4.55 -1.22 -2.56 -0.5275
H 2.919 2.182 4.501 0.64 0.05 -1.41 0.2601
H 3.950 3.385 3.552 -0.92 -1.55 -0.12 0.2314
H 2.627 2.422 2.678 1.10 -0.31 0.96 0.1204
H 3.560 1.094 1.276 0.66 -0.46 1.31 -0.4822
H 3.797 -0.429 2.341 0.73 1.51 -0.56 0.2975
H 5.679 -0.603 0.850 0.23 1.55 0.76 0.0528
H 6.517 0.440 2.117 -1.21 0.25 -1.00 0.4283
H 7.086 1.552 -0.008 -1.80 -0.08 0.11 0.4163
H 5.550 1.043 -0.859 0.31 0.92 1.71 0.1351
H 6.267 3.539 0.999 -1.46 -0.78 -0.83 0.3502
H 4.435 3.082 0.936 1.49 -0.28 -0.45 -0.0804
H 5.286 4.814 -0.858 0.12 -1.71 -0.61 0.3032
H 6.017 3.369 -1.814 -1.14 0.36 0.98 0.3534
H 2.952 3.459 -0.703 1.31 -0.01 -1.30 0.2182
H 3.396 4.318 -2.269 0.62 -1.41 1.04 0.3381
H 4.542 1.760 -2.810 -1.47 0.30 0.31 0.3777
H 2.807 2.261 -3.288 1.05 -0.39 1.14 0.3573
H 3.636 0.115 -1.130 -0.87 1.29 -0.49 -0.0459
H 2.433 1.383 -0.557 0.51 -0.69 -1.46 -0.2857
H 2.214 -0.832 -2.815 -0.85 1.29 0.56 0.2974
H 1.166 0.759 -2.957 0.64 -1.42 0.86 0.4614
H 1.382 -0.498 -0.097 -1.12 -0.32 -1.25 -0.2091
H 0.340 -1.529 -1.337 0.66 1.27 0.80 0.4338
H -1.367 0.248 -1.589 1.41 0.47 0.60 0.3101
H -0.050 1.582 -1.266 -0.81 -1.66 0.20 0.2356
H -1.585 -0.177 0.892 0.69 1.61 -0.36 0.3400
H -0.142 0.940 1.304 -1.39 -0.09 -1.24 0.1684
H -4.040 1.142 -0.046 0.81 1.68 0.50 0.3827
C 5.156 -6.869 0.292 -0.06 -0.02 -0.11 -1.4342
C 4.479 -5.579 0.741 0.02 -0.09 -0.07 -0.2976
N 4.007 -4.740 -0.356 -0.01 0.29 -0.16 0.1470
C 3.587 -3.409 0.078 0.34 0.02 0.15 -0.4436
C 2.380 -3.312 1.011 -0.28 0.15 -0.01 -0.9350
C 3.116 -5.384 -1.318 0.25 -0.20 -0.11 -0.6299
C 1.814 -5.981 -0.790 -0.32 -0.02 -0.12 -0.9757
H 6.000 -6.662 -0.371 -0.11 0.01 0.00 0.3311
H 5.537 -7.408 1.163 -0.04 0.07 -0.03 0.4331
H 4.463 -7.538 -0.224 0.06 0.03 0.01 0.3061
H 5.221 -5.015 1.317 -0.19 0.18 -0.09 0.3983
H 3.670 -5.834 1.437 -0.01 -0.05 0.11 0.2532
H 3.406 -2.783 -0.801 -0.03 -0.16 -0.12 0.2357
H 4.440 -2.937 0.584 0.01 -0.19 -0.02 0.2344
H 1.443 -3.459 0.469 0.06 -0.06 0.12 0.1526
H 2.337 -2.312 1.449 0.02 -0.01 0.01 0.2692
H 2.426 -4.026 1.836 0.02 0.01 -0.07 0.3493
H 3.676 -6.177 -1.825 0.05 0.05 0.16 0.3883
H 2.880 -4.675 -2.121 0.11 0.12 0.22 0.3136
H 1.948 -6.528 0.146 0.02 0.04 -0.04 0.2413
H 1.409 -6.681 -1.525 0.04 -0.02 0.03 0.3789
H 1.050 -5.217 -0.642 0.04 -0.07 0.14 0.2646
C -10.208 -0.280 -0.611 0.11 -0.05 -0.04 -1.4061
C -9.661 0.954 0.096 0.03 -0.11 -0.09 -0.3206
N -8.313 0.788 0.631 0.24 -0.06 0.25 0.1052
C -7.903 1.883 1.510 -0.35 0.05 0.22 -0.7423
C -7.763 3.273 0.894 0.18 0.12 -0.11 -0.6824
C -7.296 0.349 -0.320 -0.25 -0.26 -0.07 -0.7179
C -7.047 1.224 -1.547 0.34 0.08 -0.17 -0.9676
H -10.207 -1.149 0.052 0.07 0.06 -0.04 0.3291
H -11.239 -0.099 -0.925 0.07 0.03 0.03 0.4321
H -9.636 -0.525 -1.509 -0.03 -0.02 0.05 0.2897
H -10.341 1.172 0.928 0.26 0.12 0.06 0.4303
H -9.725 1.808 -0.592 -0.09 0.07 -0.05 0.2591
H -6.963 1.617 2.002 0.04 -0.14 -0.15 0.3553
H -8.634 1.949 2.326 -0.04 -0.15 -0.15 0.3762
H -6.846 3.362 0.312 -0.27 0.04 0.05 0.0284
H -7.704 4.021 1.689 0.01 -0.02 -0.02 0.4002
H -8.611 3.542 0.260 -0.01 -0.07 0.05 0.2698
H -7.562 -0.656 -0.666 -0.11 0.09 0.05 0.3889
H -6.347 0.204 0.209 -0.18 0.13 0.18 0.3181
H -7.970 1.589 -2.001 0.04 -0.02 0.06 0.3253
H -6.513 0.646 -2.306 -0.06 -0.02 -0.03 0.3774
H -6.411 2.079 -1.310 -0.18 0.09 -0.03 0.1792
```
Forces are in eV/Å.

Summary:
Electronic energy = -42178.3120 eV
M = 498.79 g mol⁻¹
Gap between HOMO and LUMO = 7.0975 eV
LUMO = -0.038 hartree
HOMO energy = -8.13 eV
Total charge = 0
Structure (SMILES) = COCCCCCCCCCCCCC1=CC(=O)OC1=O.CCN(CC)CC.CCN(CC)CC

4.
The following is a quantum chemistry calculation of a 2-piece molecular cluster, C8H20N2Si overall in a non-equilibrium geometry, from OMol25.

```
31
Properties=species:S:1:pos:R:3:forces:R:3:mulliken_charge:R:1
C 0.733 2.726 0.931 -0.94 -0.90 1.14 -0.4402
C 2.955 -0.445 -1.404 2.57 -0.31 -1.66 -0.3737
C 3.526 -1.004 -0.341 -2.14 0.18 2.07 -0.2442
C 2.619 -1.183 0.948 -0.76 -1.16 -3.72 -0.5755
C -0.390 1.997 -1.125 -0.69 1.32 -0.13 -0.9928
C -1.301 -2.155 1.160 0.03 0.96 2.90 -1.2450
C -1.709 -0.885 -1.536 0.50 0.87 0.94 -1.2492
C -3.064 0.438 0.860 -0.19 -3.48 -2.77 -1.2242
N -0.019 1.868 0.294 1.60 -0.61 0.12 0.3487
N -0.197 0.718 0.870 -0.53 -1.54 -0.07 -0.2979
Si -1.403 -0.405 0.404 -2.52 -1.66 -1.09 0.5587
H 0.927 2.469 1.973 0.10 -0.07 -0.49 0.3006
H 0.950 3.682 0.614 0.28 1.68 -1.24 0.2937
H 3.537 -0.190 -2.337 -0.52 -0.28 1.15 0.2132
H 1.909 -0.299 -1.513 -0.81 0.07 0.36 0.1311
H 4.564 -1.221 -0.080 -0.06 0.24 -1.00 0.3110
H 2.914 -2.066 1.486 -0.09 -0.15 0.51 0.4076
H 1.519 -1.171 0.650 1.46 -0.39 0.43 -0.1684
H 2.747 -0.283 1.429 0.41 1.76 1.89 0.2553
H 0.222 1.352 -1.787 -0.19 0.75 0.62 0.2168
H -1.440 1.761 -1.247 -0.13 -0.76 0.25 0.3460
H -0.467 3.061 -1.368 1.04 -0.02 -0.28 0.3596
H -0.949 -2.038 2.239 -0.11 -0.06 -1.14 0.3136
H -2.153 -2.856 1.320 0.12 0.97 -0.80 0.3446
H -0.532 -2.685 0.670 0.97 -0.79 -0.66 0.3865
H -1.048 -0.228 -2.107 -0.62 -0.05 -0.42 0.2825
H -1.509 -1.871 -1.925 0.49 -0.65 0.53 0.4007
H -2.775 -0.770 -1.773 0.26 0.63 -0.02 0.3411
H -2.896 1.430 0.624 -0.32 2.29 -0.70 0.3227
H -3.884 -0.097 0.239 1.21 1.29 0.71 0.2561
H -3.385 0.352 1.831 -0.42 -0.13 2.55 0.4208
```
Forces are in eV/Å.

Summary:
Electronic energy = -19474.5750 eV
M = 172.35 g mol⁻¹
Gap between HOMO and LUMO (alpha / beta) = 8.4816 / 8.4809 eV
LUMO (alpha / beta) = 0.020 / 0.020 hartree
HOMO energy (alpha / beta) = -7.93 / -7.93 eV
ΔE to the lowest compared entry with this formula, charge and spin = 39.8 kcal per mole
Total charge = 0